This record from the OMol25 dataset describes a molecular structure, C12H18N6S5V in a non-equilibrium geometry. The level of theory is ωB97M-V with the def2-TZVPD basis set.

⟨S²⟩: 3.79
E_HOMO (alpha / beta): -6.2 / -6.8 eV
gap between HOMO and LUMO (alpha / beta): 6.33 / 6.21 eV
charge: 0
ΔE to the lowest compared entry with this formula, charge and spin: 0.5917 eV
spin multiplicity: 4

Geometry (Å):
V 0.1417 0.1370 0.1811
C 1.9152 4.0050 -0.0197
C 1.6342 2.5460 -0.0860
N 0.5739 1.9843 0.5243
N -0.1799 2.7408 1.4103
C -0.6845 2.0759 2.4568
N -1.5963 2.7262 3.1997
S -0.1250 0.5102 2.8553
C 2.4535 1.5749 -0.7373
C 3.5351 1.8875 -1.5780
C 4.2687 0.8803 -2.1435
C 3.9340 -0.4515 -1.8721
C 2.8610 -0.7038 -1.0565
N 2.1134 0.2629 -0.4879
H 1.8666 4.3525 1.0154
H 1.1902 4.5846 -0.6010
H 2.9040 4.2406 -0.4037
H -0.6043 3.5920 1.0693
H -2.0906 3.5129 2.8118
H -2.0917 2.1721 3.8771
H 3.7694 2.9210 -1.7888
H 5.0968 1.1153 -2.8008
H 4.4868 -1.2741 -2.3023
H 2.5477 -1.7166 -0.8416
S -3.3850 0.6403 -2.6302
C -2.1282 0.4927 -1.5944
S -0.4438 0.3460 -2.0899
S -2.2648 0.4299 0.1588
C 0.3247 -2.7821 4.1499
N 0.5700 -2.6664 2.7254
C -0.3841 -2.7137 1.7806
S -0.0016 -2.4026 0.1241
N -1.6079 -3.0418 2.1721
C -2.7921 -3.0815 1.3127
H 1.2755 -2.7027 4.6685
H -0.1061 -3.7556 4.3934
H -0.3334 -1.9883 4.5156
H 1.4548 -2.3089 2.4043
H -1.7756 -3.0908 3.1632
H -2.4759 -3.1044 0.2751
H -3.4004 -2.1919 1.4613
H -3.3622 -3.9786 1.5480

Cartesian forces (eV/Å) of the 6 atoms listed first:
-1.002 -0.629 0.276
-0.018 0.083 -0.023
-0.127 -0.320 0.241
0.400 0.975 -0.276
0.371 -0.313 0.045
0.180 -0.062 0.013



This record from the OMol25 dataset describes a molecular structure, C12H18NO2PS in a non-equilibrium geometry. The level of theory is ωB97M-V with the def2-TZVPD basis set.

E_HOMO: -8.9 eV
gap between HOMO and LUMO: 9.56 eV
charge: 0
ΔE to the lowest compared entry with this formula, charge and spin: 0.2089 eV

Geometry (Å):
O 1.8084 -1.3557 -1.8191
O 0.6403 -0.5965 0.3270
S 3.6590 0.2276 -0.3136
C -4.1681 -1.3420 1.5821
C -3.1806 -2.1667 0.9999
C -3.9119 0.0359 1.7277
C -1.9345 -1.6302 0.5804
C -2.6640 0.5531 1.3461
C -1.6947 -0.2396 0.7244
N 0.9661 1.1972 -1.5809
C 1.2320 1.4272 -3.0044
C 4.5895 -0.2446 2.2632
C 3.3527 0.1633 1.5116
C -1.3326 0.2993 -2.2162
C -0.4494 1.0544 -1.1747
C -0.3852 0.3937 0.2331
P 1.6652 -0.2165 -0.8876
H -5.1389 -1.8008 1.8371
H -3.3614 -3.2426 0.8497
H -4.6399 0.7233 2.1280
H -1.2168 -2.3092 0.0864
H -2.4438 1.5725 1.5431
H 0.8488 2.4109 -3.3133
H 0.8201 0.6462 -3.6277
H 2.3217 1.3910 -3.0986
H 4.9670 -1.2151 1.9045
H 4.3270 -0.4017 3.3360
H 5.3724 0.5345 2.1572
H 3.0242 1.1482 1.8256
H 2.5890 -0.5604 1.6955
H -2.3255 0.0748 -1.8154
H -1.4948 0.9576 -3.0822
H -0.8469 -0.6397 -2.5385
H -0.9397 2.0011 -1.1408
H -0.0548 1.1495 0.9545

Cartesian forces (eV/Å) of the 6 atoms listed first:
-0.265 0.376 0.029
1.255 1.086 -1.756
-1.059 -0.114 0.836
0.294 -0.030 -0.597
0.565 0.583 0.019
0.703 -0.826 -0.258



This record from the OMol25 dataset describes a molecular structure, C12H18O11P2S in a non-equilibrium geometry. The level of theory is ωB97M-V with the def2-TZVPD basis set.

E_HOMO: -9.8 eV
gap between HOMO and LUMO: 9.14 eV
charge: 0

Geometry (Å):
O -3.6792 3.4020 -2.5405
P -3.2522 1.9309 -2.6621
C -2.3618 1.3409 -1.0597
O -1.9082 2.6327 -0.4868
S -0.5612 3.0277 -1.4475
O -0.7205 4.0563 -2.5168
O 0.5105 3.4465 -0.4902
O -0.3303 1.5527 -2.2971
C -0.9155 0.6139 -1.3312
O -0.3707 0.5793 -0.0004
C 0.8976 -0.0750 0.0587
O 1.2622 -0.4835 1.1918
C 1.9019 -0.2827 -1.1491
C 2.6404 0.9822 -1.7200
C 3.6210 0.9368 -2.9175
C 3.8730 -0.4641 -3.5817
C 3.2037 -1.7429 -3.0255
C 2.2379 -1.6291 -1.8260
P -1.5225 -1.0374 -2.1047
O -3.0401 -1.2310 -1.8557
O -1.2000 -0.8922 -3.7883
O -0.7553 -2.4013 -1.4547
H -4.3615 1.0323 -2.8714
H -2.4165 1.8023 -3.8295
H -3.0511 0.8525 -0.2969
H 2.4413 2.0111 -1.2465
H 4.1160 1.8977 -3.3112
H 4.5755 -0.5002 -4.4892
H 3.3542 -2.7854 -3.4713
H 1.7457 -2.5649 -1.4104
H -0.7655 -1.7226 -4.0944
H -1.0697 -2.5897 -0.5423
C -0.2791 -2.2484 5.5179
C 0.0570 -0.7656 5.5548
C -1.1070 0.0782 5.0592
O 1.2010 -0.5186 4.7420
H -0.4963 -2.5740 4.4954
H 0.5698 -2.8432 5.8657
H -1.1446 -2.4732 6.1469
H 0.3147 -0.4725 6.5763
H -1.3528 -0.1672 4.0207
H -0.8477 1.1400 5.0803
H -1.9975 -0.0767 5.6744
H 0.9835 -0.7746 3.8346

Cartesian forces (eV/Å) of the 6 atoms listed first:
0.774 -3.147 0.133
-2.127 2.851 -0.598
0.552 0.414 0.246
1.922 -0.963 -2.501
2.609 5.966 -0.107
-0.549 -3.667 2.596



This record from the OMol25 dataset describes 3 unconnected molecules or ions with the total composition C12H18O9 in a non-equilibrium geometry. The level of theory is ωB97M-V with the def2-TZVPD basis set.

structure (SMILES): C[C@H]1COC(=O)O1.C[C@H]1COC(=O)O1.C[C@H]1COC(=O)O1
E_HOMO: -10.7 eV
gap between HOMO and LUMO: 11.13 eV
charge: 0
ΔE to the lowest compared entry with this formula, charge and spin: 2.5086 eV

Geometry (Å):
C -0.4005 3.3119 5.3847
C -0.1813 1.8146 5.4528
C -0.3666 0.9016 4.2085
O 0.5782 -0.1012 4.3279
C 1.5952 0.2559 5.1276
O 2.6792 -0.2519 5.2270
O 1.2264 1.4727 5.7367
H -0.3852 3.7289 6.3917
H -1.4408 3.4202 5.0776
H 0.1456 3.8566 4.6146
H -0.7945 1.5292 6.3075
H -0.1467 1.4783 3.3100
H -1.3751 0.4995 4.3051
C -3.3640 -0.8849 -4.2925
C -2.5030 0.3104 -3.9882
C -2.9515 1.6751 -4.4661
O -2.9237 2.5253 -3.2679
C -2.8170 1.7664 -2.2118
O -3.0355 2.1852 -1.0991
O -2.4047 0.5006 -2.5756
H -3.8790 -1.1745 -3.3765
H -2.8466 -1.5190 -5.0124
H -4.1849 -0.4611 -4.8710
H -1.4511 0.1444 -4.2208
H -3.8996 1.4734 -4.9647
H -2.3778 2.1405 -5.2676
C 3.7560 -1.9552 0.0640
C 3.2342 -2.8820 -1.0986
C 1.7170 -2.9803 -1.2266
O 1.4899 -2.2740 -2.4857
C 2.6578 -1.9431 -3.0249
O 2.7439 -1.2181 -4.0392
O 3.6836 -2.1963 -2.2175
H 3.3312 -0.9702 -0.1297
H 4.8329 -1.7873 0.0524
H 3.5491 -2.1270 1.1203
H 3.7851 -3.8225 -1.0853
H 1.1101 -2.3768 -0.5515
H 1.6141 -4.0654 -1.2354

Cartesian forces (eV/Å) of the 6 atoms listed first:
-0.777 -0.446 -0.714
1.782 -0.561 -0.052
-1.321 1.947 1.069
0.880 -1.742 0.042
0.523 2.237 0.449
-1.774 0.332 0.008



This record from the OMol25 dataset describes 3 unconnected molecules or ions with the total composition C12H18O9 in a non-equilibrium geometry. The level of theory is ωB97M-V with the def2-TZVPD basis set.

structure (SMILES): C[C@H]1COC(=O)O1.C[C@H]1COC(=O)O1.C[C@H]1COC(=O)O1
E_HOMO: -10.2 eV
gap between HOMO and LUMO: 10.00 eV
charge: 0
ΔE to the lowest compared entry with this formula, charge and spin: 2.6341 eV

Geometry (Å):
C 0.5362 0.6329 3.8797
C 0.8354 0.3808 2.4001
C 1.0757 -1.0695 2.0711
O 0.1733 -1.3279 0.9166
C -0.7577 -0.3215 0.9307
O -1.6752 -0.1764 0.1158
O -0.3669 0.7003 1.6793
H -0.2586 0.0007 4.2755
H 0.3843 1.6952 4.0712
H 1.4356 0.3446 4.4238
H 1.7081 0.9095 2.0167
H 0.7165 -1.7867 2.8091
H 2.1528 -1.0439 1.9056
C -2.1407 2.7981 -0.6874
C -3.4487 3.0285 -1.4548
C -4.5647 2.0115 -1.3253
O -5.7531 2.7652 -1.3706
C -5.4307 4.0222 -1.2626
O -6.2161 4.9207 -1.0216
O -4.1669 4.1958 -1.1169
H -2.4244 2.4459 0.3044
H -1.4678 3.6551 -0.6576
H -1.5573 1.9866 -1.1222
H -3.3638 3.2155 -2.5252
H -4.5182 1.4076 -0.4191
H -4.8084 1.3918 -2.1883
C 3.5110 -3.6454 0.1908
C 2.9421 -2.8412 -0.9881
C 3.6919 -1.6141 -1.5350
O 3.6603 -1.8270 -2.9172
C 3.2328 -3.1003 -3.1561
O 3.0636 -3.5898 -4.3058
O 3.0041 -3.7619 -2.1221
H 3.2698 -3.2113 1.1611
H 4.5753 -3.7520 -0.0191
H 3.1811 -4.6836 0.2273
H 1.8872 -2.5885 -0.8813
H 4.7138 -1.3909 -1.2284
H 3.1684 -0.7765 -1.0739

Cartesian forces (eV/Å) of the 6 atoms listed first:
1.353 0.010 -0.248
-1.504 -0.051 1.236
-1.088 -0.265 -0.382
0.431 0.692 0.993
-1.026 1.171 -4.190
1.968 -1.501 2.521



no.,E (eV)
1,-101542.57598
2,-38446.71519
3,-64665.26554
4,-31161.98095
5,-31161.85550